47
Properties=species:S:1:pos:R:3 method="wB97M-V/def2-TZVPD" multiplicity=3 total_charge=-1 gap_ev="6.3 / 6.3"
H -14.54 -30.24 10.22
H -10.96 -28.62 11.22
C -11.25 -27.17 13.15
H -15.57 -26.60 13.39
C -9.30 -28.27 5.15
H -15.08 -27.09 11.00
H -12.27 -25.07 10.66
C -13.93 -29.36 10.01
H -13.23 -25.83 13.88
C -9.73 -26.01 6.23
C -13.62 -28.63 11.31
C -10.28 -28.84 6.02
C -13.25 -29.69 12.35
O -15.93 -25.55 8.08
H -11.53 -28.08 13.69
C -11.63 -25.43 11.45
O -14.10 -25.58 9.24
O -11.87 -28.49 7.71
H -12.33 -30.19 12.03
H -14.41 -27.82 13.83
H -10.51 -29.89 6.07
H -9.62 -24.93 6.25
C -13.54 -26.10 12.86
N -12.63 -27.58 11.07
H -10.27 -27.31 12.69
C -10.95 -28.06 6.91
H -14.44 -28.77 9.24
Ni -12.62 -27.10 8.88
H -13.01 -29.77 9.59
H -14.03 -30.44 12.43
H -13.84 -25.13 12.46
C -12.25 -26.63 12.15
O -11.43 -28.15 10.51
H -11.52 -24.59 12.15
C -14.66 -27.10 13.04
O -11.23 -25.98 8.04
H -10.65 -25.70 11.04
H -11.13 -26.44 13.96
O -8.15 -26.27 4.55
C -8.99 -26.77 5.27
C -14.88 -27.88 11.75
O -8.70 -28.93 4.30
H -13.04 -29.31 13.35
C -10.64 -26.58 7.06
H -15.79 -28.48 11.72
N -14.82 -25.97 8.27
O -14.30 -26.89 7.56